[1]
17
Properties=species:S:1:pos:R:3:forces:R:3:lowdin_charge:R:1 method="wB97M-V/def2-TZVPD" de_lowest_ev=2.856 multiplicity=1 mol_weight_g_mol=104.13 total_charge=+1 smiles="[NH3+][C@H](CO)CC=O"
C -0.5299 -0.7728 -1.2543 -1.4 -0.9 -0.9 -0.141
O -0.7348 0.0223 -2.5441 -0.5 -3.2 1.3 -0.113
C 0.3955 -0.1478 -0.1817 -0.6 -1.8 -1.0 -0.348
C -0.1339 -0.5982 1.1659 -2.0 -1.3 -0.2 -0.121
C 0.5687 0.0992 2.2491 -0.1 3.0 0.3 -0.175
O 1.3935 0.9511 1.8963 -0.5 -1.5 1.9 0.022
N 0.4439 1.2459 -0.3502 -1.2 4.7 0.0 0.191
H -1.5710 -0.9024 -0.7920 1.4 0.1 -0.7 0.138
H -0.0719 -1.8084 -1.4041 -0.9 1.3 -0.4 0.151
H -1.3280 -0.6200 -3.1073 1.7 2.0 1.4 0.155
H 1.4433 -0.4440 -0.3391 -0.4 -0.4 0.2 0.182
H -1.3139 -0.5063 1.3944 2.5 0.2 -0.9 0.196
H -0.0160 -1.6802 1.0730 0.1 -0.2 0.8 0.143
H 0.0413 0.1776 3.2582 1.2 -0.6 -0.7 0.162
H 1.1985 1.7080 0.1433 1.0 -0.5 0.2 0.151
H -0.3255 1.7970 0.1400 0.3 -1.0 -1.4 0.226
H 0.5402 1.4788 -1.3474 -0.6 0.2 0.1 0.181

---

[2]
150
Properties=species:S:1:pos:R:3:forces:R:3:lowdin_charge:R:1 method="wB97M-V/def2-TZVPD" multiplicity=1 mol_weight_g_mol=1694.32 total_energy_ev=-342939.49287
C 1.0756 -7.1922 -0.9410 0.1 1.1 -0.4 -0.111
O -0.1483 -7.0917 -0.2251 0.8 0.0 0.3 -0.190
C -0.1971 -5.9054 0.5723 -1.4 -0.1 0.4 -0.225
C -0.8833 -4.7232 -0.1716 0.4 -0.5 -0.5 -0.152
C 0.0250 -3.8847 -1.1418 -0.6 0.4 0.8 -0.180
C 1.5086 -3.7282 -0.7089 0.3 0.3 -1.3 -0.187
C 2.2517 -3.0091 -1.8708 0.2 1.1 0.3 -0.265
O 2.0247 -3.5466 -3.2037 1.0 -1.4 0.3 -0.170
S 3.2695 -4.5488 -3.5094 -2.7 0.3 0.2 0.684
O 3.2221 -4.7795 -5.0220 -2.8 5.1 4.1 -0.416
O 3.3382 -5.7074 -2.4938 -3.7 6.0 0.3 -0.453
O 4.4314 -3.5410 -2.9649 -1.8 -0.8 -1.2 -0.200
C 3.8093 -2.8778 -1.8144 1.6 0.5 1.4 -0.285
C 4.5827 -3.3288 -0.5307 0.2 0.3 -0.4 -0.001
H 1.0846 -6.3979 -1.7196 0.2 -0.6 0.2 0.068
H 1.9387 -6.9664 -0.2747 -0.3 -0.4 -0.3 0.092
H 1.1873 -8.1751 -1.4248 -0.2 0.3 0.4 0.093
H -0.8708 -6.1742 1.4162 0.4 0.2 -0.4 0.094
H 0.7800 -5.6623 1.0323 -0.3 -0.1 -0.4 0.118
H -1.4310 -4.1084 0.5676 0.6 -0.1 -0.4 0.033
H -1.6704 -5.1872 -0.8056 0.4 0.2 0.5 0.121
H -0.4019 -2.8530 -1.1506 0.3 -0.5 -0.2 0.106
H -0.1076 -4.2620 -2.1715 0.5 0.0 0.5 0.113
H 1.5591 -3.0199 0.1540 0.3 -1.2 -0.9 0.010
H 2.0364 -4.6722 -0.5039 -0.4 0.3 0.0 0.086
H 1.8859 -1.9630 -1.9379 -0.1 -0.7 0.0 0.148
H 4.1305 -1.8364 -1.9704 -0.6 -0.3 -0.2 0.125
H 5.3603 -4.0600 -0.8264 -0.6 0.2 0.2 0.098
H 3.9495 -3.7373 0.2706 0.3 0.2 -0.4 0.078
H 5.1450 -2.4418 -0.1713 -0.5 -0.6 0.1 0.082
Cl 1.5117 0.9479 -0.4607 0.0 -0.3 0.1 0.656
C -0.1079 0.8146 0.1519 0.0 0.0 0.0 -0.657
C -0.5219 -0.2703 0.9189 -0.2 0.2 0.0 -0.631
Cl 0.5510 -1.5691 1.3261 -0.2 0.7 0.5 0.771
C -1.8299 -0.3322 1.3819 -0.2 0.0 0.1 -0.147
C -2.7204 0.6844 1.0829 0.1 0.0 -0.2 -0.116
C -2.3087 1.7689 0.3232 0.0 0.0 0.0 -0.105
C -1.0055 1.8323 -0.1413 -0.2 0.0 0.1 -0.106
H -2.1727 -1.1770 1.9870 0.5 1.2 -0.6 -0.042
H -3.7389 0.6318 1.4455 0.1 0.0 0.0 0.054
H -3.0068 2.5675 0.0933 0.4 -0.3 0.1 0.012
H -0.6904 2.6784 -0.7323 0.1 -0.1 0.0 0.039
Cl -4.9363 3.6414 -0.4960 -0.4 0.4 -0.1 0.715
C -5.0346 3.0583 -2.1210 0.0 -0.2 0.0 -0.663
C -5.1462 3.9173 -3.2056 0.0 0.1 -0.2 -0.684
Cl -5.1828 5.6351 -3.0143 0.0 0.0 0.1 0.673
C -5.2301 3.3996 -4.4905 0.0 -0.2 -0.1 -0.103
C -5.1997 2.0298 -4.6935 0.2 -0.1 0.1 -0.112
C -5.0826 1.1712 -3.6088 0.0 0.1 0.0 -0.069
C -5.0009 1.6858 -2.3252 0.0 -0.2 -0.1 -0.103
H -5.3196 4.0653 -5.3396 0.0 0.1 0.1 0.106
H -5.2681 1.6338 -5.7009 0.2 0.2 0.5 0.011
H -5.0557 0.1003 -3.7639 0.0 0.0 0.0 0.109
H -4.9109 1.0133 -1.4819 0.0 0.1 0.1 0.105
Cl 4.4651 -6.2468 -4.1819 8.5 -9.9 -3.9 0.906
C 4.7766 -7.8359 -4.7966 0.7 0.2 0.0 -0.530
C 5.9633 -8.1721 -5.4440 0.0 -0.3 -0.1 -0.678
Cl 7.2353 -7.0250 -5.6754 0.0 0.1 0.1 0.675
C 6.1494 -9.4613 -5.9225 -0.1 -0.2 0.0 -0.120
C 5.1593 -10.4170 -5.7561 0.0 0.0 0.0 -0.095
C 3.9782 -10.0841 -5.1065 0.1 0.0 -0.1 -0.089
C 3.7877 -8.7976 -4.6288 -0.1 -0.2 -0.1 -0.087
H 7.0692 -9.7252 -6.4277 0.0 0.1 0.0 0.102
H 5.3083 -11.4208 -6.1325 0.0 0.0 0.0 0.101
H 3.2041 -10.8290 -4.9725 0.0 0.0 0.0 0.103
H 2.8641 -8.5434 -4.1242 0.1 0.1 0.0 0.109
Cl -5.3519 1.4567 3.4164 0.1 0.0 0.1 0.698
C -5.0697 3.0460 4.0420 -0.1 0.1 0.0 -0.670
C -3.7895 3.5404 4.2683 0.1 0.0 0.0 -0.675
Cl -2.3675 2.6171 3.9323 -0.1 -0.1 0.0 0.712
C -3.6266 4.8205 4.7806 -0.1 0.2 0.1 -0.109
C -4.7320 5.6054 5.0632 0.0 0.0 0.0 -0.080
C -6.0083 5.1133 4.8323 0.0 0.0 0.0 -0.080
C -6.1753 3.8366 4.3235 -0.1 0.2 0.1 -0.109
H -2.6334 5.2094 4.9607 0.0 -0.1 -0.1 0.107
H -4.5984 6.6018 5.4638 0.0 0.0 0.0 0.107
H -6.8740 5.7254 5.0496 0.0 0.0 0.0 0.107
H -7.1726 3.4566 4.1465 0.1 -0.1 0.0 0.107
Cl 5.3074 2.6449 -0.1809 0.3 -0.3 0.3 0.650
C 6.1267 2.1472 -1.6165 -0.1 -0.1 0.2 -0.685
C 7.0645 2.9502 -2.2506 0.1 0.0 -0.2 -0.680
Cl 7.4959 4.5102 -1.6429 -0.1 0.0 0.1 0.685
C 7.6877 2.5029 -3.4082 0.0 -0.2 -0.1 -0.105
C 7.3780 1.2575 -3.9296 0.0 0.0 0.0 -0.075
C 6.4437 0.4530 -3.2919 0.0 0.0 0.0 -0.072
C 5.8215 0.9003 -2.1389 0.1 -0.2 -0.3 -0.108
H 8.4178 3.1263 -3.9069 0.0 0.1 0.1 0.107
H 7.8648 0.9136 -4.8327 0.0 0.0 0.0 0.109
H 6.2006 -0.5229 -3.6946 0.0 0.0 0.0 0.108
H 5.0936 0.2741 -1.6446 -0.1 0.1 0.1 0.087
Cl -2.5135 -3.0229 2.6053 -0.3 -1.4 0.6 0.799
C -3.3326 -3.3578 4.0926 -0.1 0.1 0.0 -0.623
C -3.2948 -4.6061 4.6964 0.0 -0.2 0.1 -0.679
Cl -2.4138 -5.9276 4.0163 0.0 0.1 -0.1 0.696
C -3.9788 -4.8166 5.8867 -0.1 0.2 0.2 -0.106
C -4.6950 -3.7832 6.4714 0.1 0.0 -0.1 -0.071
C -4.7271 -2.5339 5.8666 -0.1 -0.2 0.1 -0.096
C -4.0476 -2.3243 4.6807 -0.1 0.1 0.1 -0.096
H -3.9546 -5.7882 6.3615 0.1 0.0 -0.1 0.106
H -5.2277 -3.9519 7.3985 0.0 0.0 0.0 0.109
H -5.2818 -1.7256 6.3197 0.0 0.0 -0.1 0.059
H -4.0768 -1.3482 4.2124 0.1 0.0 -0.1 0.090
Cl -5.7794 3.9696 -9.1367 0.1 -0.1 0.1 0.681
C -7.3995 3.8453 -8.5492 0.0 0.2 -0.1 -0.689
C -7.8295 2.7573 -7.8024 -0.1 -0.1 0.1 -0.660
Cl -6.7722 1.4524 -7.3941 -0.3 -0.1 -0.6 0.741
C -9.1432 2.6982 -7.3587 -0.2 0.1 0.0 -0.106
C -10.0254 3.7231 -7.6573 0.0 0.0 0.0 -0.081
C -9.5946 4.8136 -8.3998 0.0 -0.1 0.0 -0.080
C -8.2843 4.8731 -8.8446 -0.2 0.1 0.0 -0.110
H -9.4823 1.8508 -6.7781 0.1 0.0 0.0 0.108
H -11.0494 3.6721 -7.3108 0.0 0.0 0.0 0.107
H -10.2807 5.6176 -8.6324 0.0 0.0 0.0 0.107
H -7.9528 5.7242 -9.4241 0.1 -0.1 0.0 0.107
Cl 11.1968 2.8592 4.8875 0.1 0.1 0.1 0.672
C 10.5059 3.8999 3.6933 0.0 -0.2 -0.1 -0.690
C 10.5401 5.2825 3.8133 0.0 0.2 0.0 -0.691
Cl 11.2874 6.0676 5.1594 0.0 -0.1 0.1 0.671
C 9.9632 6.0757 2.8309 -0.1 0.0 -0.2 -0.112
C 9.3566 5.4919 1.7310 0.0 0.0 0.0 -0.082
C 9.3270 4.1103 1.6084 0.0 0.0 0.0 -0.086
C 9.9003 3.3170 2.5884 -0.1 0.1 -0.2 -0.107
H 9.9857 7.1535 2.9216 0.1 0.0 0.1 0.105
H 8.9066 6.1144 0.9682 0.0 0.0 0.0 0.099
H 8.8562 3.6522 0.7487 0.0 0.0 0.0 0.071
H 9.8737 2.2400 2.4897 0.1 0.0 0.1 0.106
Cl -6.6335 -0.1196 9.7395 0.0 0.0 -0.1 0.676
C -4.9443 -0.3274 10.0399 -0.1 -0.1 0.2 -0.689
C -3.9874 -0.0718 9.0674 0.2 0.0 -0.1 -0.674
Cl -4.4125 0.4855 7.4886 -0.1 0.2 0.0 0.704
C -2.6425 -0.2623 9.3533 0.2 -0.1 0.2 -0.105
C -2.2529 -0.7037 10.6069 -0.1 0.0 0.0 -0.080
C -3.2092 -0.9542 11.5811 0.0 0.0 -0.1 -0.081
C -4.5517 -0.7667 11.2967 0.2 -0.1 0.1 -0.111
H -1.8941 -0.0663 8.5970 -0.1 0.0 -0.1 0.108
H -1.2033 -0.8523 10.8248 0.0 0.0 0.0 0.107
H -2.9078 -1.2966 12.5626 0.0 0.0 0.0 0.107
H -5.2939 -0.9646 12.0584 -0.1 0.0 -0.1 0.106
Cl 0.9896 3.8195 -2.2348 0.3 0.2 -0.2 0.703
C 1.2596 5.4201 -1.6370 -0.2 0.1 0.0 -0.657
C 2.5332 5.9151 -1.3832 0.1 0.1 -0.1 -0.665
Cl 3.9567 4.9773 -1.6524 -0.3 0.2 -0.2 0.679
C 2.6869 7.2067 -0.8970 -0.1 0.2 0.1 -0.108
C 1.5772 8.0026 -0.6669 0.0 0.0 0.0 -0.084
C 0.3062 7.5102 -0.9248 0.0 0.0 0.0 -0.084
C 0.1490 6.2222 -1.4081 -0.1 0.2 0.1 -0.107
H 3.6761 7.5956 -0.6959 0.0 -0.1 -0.1 0.107
H 1.7034 9.0079 -0.2862 0.0 0.0 0.0 0.106
H -0.5629 8.1307 -0.7488 0.0 0.0 0.0 0.106
H -0.8447 5.8423 -1.6070 0.1 -0.1 0.0 0.106

---

[3]
76
Properties=species:S:1:pos:R:3:forces:R:3:lowdin_charge:R:1 method="wB97M-V/def2-TZVPD" multiplicity=1 mol_weight_g_mol=458.59 total_energy_ev=-43084.54275 total_charge=+1
O 3.1101 -0.4826 1.4259 -0.4 -0.4 -0.4 0.169
C 2.9080 -1.5604 0.9681 0.4 -0.7 -0.1 -0.418
O 3.9605 -2.3692 0.4941 -1.5 0.2 1.2 0.066
C 1.4847 -2.1762 0.8996 -1.4 -0.4 0.0 -0.019
C 1.2661 -3.5581 0.4123 -2.8 1.9 1.0 0.081
C -0.1180 -4.0225 0.4156 3.2 1.2 0.0 0.067
N -1.1359 -3.2087 0.8894 1.1 0.6 0.1 -0.057
O -2.3862 -3.7680 0.8763 -0.1 0.1 0.6 0.108
C -0.9502 -1.9146 1.3525 2.3 2.0 0.3 -0.090
F -1.9504 -1.1046 1.8349 1.4 -2.8 -1.3 0.128
C 0.3918 -1.3131 1.3775 -0.6 -3.2 -1.2 0.159
H 4.0410 -3.0657 1.1830 0.3 0.2 -0.7 0.134
H 2.0779 -4.2249 0.0517 -0.8 0.8 0.3 0.138
H -0.2994 -5.0555 0.0244 -0.6 1.3 0.6 0.168
H -2.4537 -4.1982 1.7551 -0.4 0.1 -0.4 0.165
H 0.5407 -0.2609 1.7474 -0.1 -0.9 -0.2 0.122
C -6.7282 -0.2471 1.6596 -0.2 -0.1 -0.1 -0.064
C -6.4606 -0.7372 3.0739 0.5 0.5 -0.3 -0.494
C -5.7575 0.3255 3.9034 -0.1 0.0 0.3 -0.064
O -5.6533 -1.9152 3.0252 -0.1 -0.4 0.1 -0.064
H -5.7909 -0.0092 1.1463 0.0 0.1 0.1 0.077
H -7.2234 -1.0232 1.0722 0.0 0.1 0.1 0.081
H -7.3590 0.6440 1.6632 0.1 0.0 0.0 0.083
H -7.4031 -1.0119 3.5517 0.1 -0.2 0.0 0.142
H -4.7875 0.5826 3.4653 -0.1 0.0 -0.1 0.075
H -5.5619 -0.0431 4.9127 -0.1 0.0 0.0 0.081
H -6.3592 1.2337 3.9740 0.1 0.0 0.0 0.084
H -4.8170 -1.6809 2.6056 -0.1 0.1 0.0 0.064
C 2.5969 -0.2351 -2.2869 0.1 -0.2 0.2 -0.048
C 1.5498 -0.9153 -3.1534 0.0 0.8 0.1 -0.479
C 0.8970 0.0673 -4.1109 -0.1 -0.2 -0.2 -0.049
O 0.5468 -1.5013 -2.3127 0.0 -0.5 0.3 -0.076
H 2.1448 0.5521 -1.6746 0.0 0.1 -0.1 0.090
H 3.0469 -0.9553 -1.5981 0.1 0.0 -0.1 0.058
H 3.3879 0.2084 -2.8939 0.0 0.0 0.1 0.092
H 2.0127 -1.7265 -3.7196 -0.2 -0.1 0.2 0.142
H 0.3870 0.8657 -3.5628 0.1 0.0 0.0 0.090
H 0.1400 -0.4321 -4.7170 0.1 0.1 0.0 0.060
H 1.6354 0.5187 -4.7765 0.0 0.0 0.1 0.090
H 0.1333 -0.7881 -1.8103 0.1 0.1 -0.2 0.077
C 0.8827 3.8362 2.8053 -0.2 0.1 -0.1 -0.052
C 0.9163 2.4833 3.4972 0.5 0.5 0.0 -0.475
C 1.9822 2.4412 4.5798 0.0 -0.2 0.2 -0.050
O 1.1784 1.4607 2.5311 -0.2 -0.3 -0.2 -0.098
H 1.8398 4.0483 2.3195 0.0 0.0 0.1 0.083
H 0.1205 3.8485 2.0229 0.0 0.0 0.1 0.081
H 0.6672 4.6369 3.5152 0.0 0.0 0.0 0.086
H -0.0615 2.2709 3.9359 0.0 -0.2 -0.1 0.139
H 2.9760 2.6066 4.1534 -0.1 0.1 -0.1 0.071
H 2.0027 1.4604 5.0607 -0.1 0.1 0.0 0.081
H 1.7996 3.2003 5.3427 0.0 0.0 0.0 0.087
H 2.0453 1.6381 2.1339 0.0 0.0 0.0 0.071
C -3.5683 -1.4936 -4.5451 0.0 0.1 0.3 -0.066
C -3.3439 -0.3710 -5.5470 -0.1 -0.6 -0.3 -0.496
C -4.2231 -0.5425 -6.7755 -0.1 0.2 -0.1 -0.062
O -1.9723 -0.3526 -5.9412 0.1 0.2 0.1 -0.068
H -3.3166 -2.4635 -4.9847 -0.1 0.0 -0.1 0.082
H -2.9227 -1.3634 -3.6727 0.0 0.1 0.0 0.069
H -4.6075 -1.5221 -4.2100 0.0 0.0 0.0 0.080
H -3.5566 0.5907 -5.0747 0.2 0.0 -0.1 0.139
H -3.9937 -1.4805 -7.2903 0.0 0.0 0.1 0.083
H -4.0441 0.2632 -7.4902 0.0 0.0 0.1 0.082
H -5.2817 -0.5426 -6.5071 0.0 0.0 0.0 0.082
H -1.7724 -1.1987 -6.3608 -0.1 0.1 0.0 0.090
C 6.5177 2.4278 -0.0471 0.0 0.2 -0.2 -0.059
C 5.5086 2.6238 1.0731 0.4 -0.5 0.0 -0.487
C 6.0797 2.1904 2.4143 -0.1 0.1 0.2 -0.054
O 4.3302 1.8670 0.7901 -0.3 0.3 0.0 -0.082
H 6.7925 1.3728 -0.1429 0.0 0.0 0.1 0.082
H 6.0910 2.7327 -1.0050 0.0 0.1 0.1 0.080
H 7.4245 3.0089 0.1321 0.0 -0.1 0.0 0.084
H 5.2138 3.6745 1.1217 -0.2 -0.1 0.0 0.140
H 6.3397 1.1275 2.4013 0.1 0.0 -0.1 0.084
H 5.3412 2.3263 3.2080 0.0 0.1 0.0 0.065
H 6.9733 2.7644 2.6672 0.0 -0.1 0.0 0.085
H 4.5777 0.9359 0.7447 0.0 0.1 0.1 0.055

---

[4]
20
Properties=species:S:1:pos:R:3:forces:R:3:lowdin_charge:R:1 method="wB97M-V/def2-TZVPD" de_lowest_ev=4.589 multiplicity=2 mol_weight_g_mol=103.16 total_charge=+1
C -0.8267 0.5569 -0.1699 0.7 3.1 -2.2 -0.115
C -2.1242 0.8192 0.4483 1.6 -0.5 0.7 -0.045
C 0.1371 1.8482 -0.2497 -7.4 -6.3 -4.9 -0.384
O 0.9038 2.2228 0.4710 5.7 3.3 5.0 0.328
N -0.0675 2.5310 -1.4892 4.1 7.5 4.7 0.438
H -0.3778 -0.2418 0.2461 2.1 -2.2 1.8 0.040
H -1.1237 0.2092 -1.1350 0.6 0.1 -1.4 0.123
H -2.7196 1.3995 -0.1118 -2.1 2.7 -1.7 0.061
H -1.9944 1.1172 1.4163 -0.2 1.0 2.6 0.081
H 0.3430 3.5984 -1.6005 -0.8 -3.3 0.5 0.268
H -0.4713 2.2614 -2.2576 -3.0 -2.9 -5.5 0.073
H -2.5837 -0.0950 0.4181 -1.4 -2.4 0.4 0.086
C 1.8687 -1.6148 0.1387 1.6 -3.0 0.0 -0.169
C 0.7103 -2.4259 0.9649 4.3 0.2 -0.9 -0.124
H 1.6376 -1.6390 -0.9335 0.1 -0.1 0.1 0.047
H 2.1700 -0.6031 0.3550 -0.5 0.5 0.7 0.024
H 2.8746 -2.2120 0.2746 -1.9 1.2 -0.4 0.097
H 0.6076 -1.8120 1.8447 -0.6 -0.7 0.7 0.052
H 1.1219 -3.5109 1.0795 -1.1 2.1 0.3 0.108
H -0.0858 -2.4091 0.2899 -1.8 -0.3 -0.4 0.013

---

[5]
36
Properties=species:S:1:pos:R:3:forces:R:3:lowdin_charge:R:1 method="wB97M-V/def2-TZVPD" multiplicity=1 mol_weight_g_mol=1289.90 total_energy_ev=-1003985.61962 total_charge=+1
C 0.2716 -1.8836 6.4297 -0.4 0.4 0.5 -0.120
C -0.6465 -1.0568 5.5804 0.1 0.0 -0.1 -0.820
Br -1.5572 0.3159 6.4610 0.1 -0.1 0.0 0.872
C -0.8503 -1.2603 4.2708 -0.2 0.2 0.5 -0.992
Br -2.0540 -0.2149 3.2651 0.4 -0.5 -0.2 0.789
S 0.0352 -2.5313 3.4173 -0.6 0.1 -1.2 1.154
C 1.7601 -1.8750 3.3079 0.2 0.3 0.2 -0.310
O 1.7619 -0.8430 2.3688 -1.2 -0.1 1.4 -0.370
O 0.8370 -1.2346 1.3708 -1.1 -1.0 0.1 -0.307
H 1.3219 -1.6823 6.2514 0.2 0.0 -0.2 0.088
H 0.0821 -1.6090 7.4587 0.1 -0.1 0.2 0.070
H 0.0497 -2.9374 6.3312 0.1 -0.3 -0.1 0.081
H 0.0985 -3.6124 4.2224 0.3 0.4 0.6 0.032
H 2.4712 -2.6646 3.0708 -0.3 -0.4 -0.2 0.126
H 2.0258 -1.3978 4.2409 0.1 -0.1 0.3 0.105
H 0.4747 -0.4191 0.9710 0.4 0.3 0.3 -0.032
C 3.1308 0.6576 -1.1846 0.3 -0.2 -0.1 -1.559
Br 3.1282 -0.4642 0.3892 1.8 1.1 -1.9 0.834
Br 2.2763 -0.2206 -2.6727 -0.1 0.0 0.1 0.595
Br 2.3391 2.3670 -0.7996 -0.1 -0.1 0.0 0.588
H 4.1571 0.8372 -1.4718 0.0 0.0 -0.1 -0.036
C -1.4819 0.8541 -1.8555 0.1 0.2 -0.3 -1.611
Br -1.4539 -0.3230 -0.3148 -0.3 0.1 -0.2 0.654
Br -2.3317 0.0217 -3.3554 0.0 0.0 0.1 0.596
Br -2.2696 2.5510 -1.4266 0.0 -0.1 0.0 0.606
H -0.4515 1.0381 -2.1267 0.1 0.0 0.1 -0.086
C -6.0781 0.4780 -5.4620 0.0 0.0 0.0 -1.643
Br -4.9921 1.5592 -6.6229 0.0 0.0 0.0 0.575
Br -5.3952 -1.3169 -5.3243 0.0 0.0 0.0 0.553
Br -6.2930 1.2880 -3.7294 0.0 0.0 0.0 0.557
H -7.0591 0.4125 -5.9084 0.0 0.0 0.0 -0.030
C 3.3359 2.9236 -5.4897 0.0 0.0 0.0 -1.642
Br 3.6422 4.2387 -6.8536 0.0 0.0 0.1 0.600
Br 4.7709 2.8764 -4.2033 0.0 0.0 0.0 0.568
Br 1.6318 3.1690 -4.6315 -0.1 0.1 0.0 0.543
H 3.3121 1.9590 -5.9746 0.0 0.0 0.0 -0.028

---

[6]
22
Properties=species:S:1:pos:R:3:forces:R:3:lowdin_charge:R:1 method="wB97M-V/def2-TZVPD" de_lowest_ev=1.032 multiplicity=1 mol_weight_g_mol=133.18 total_charge=+1
C -3.1878 -1.9485 -0.6223 0.3 -1.0 -0.7 -0.027
C -1.0329 -1.0722 0.3358 -0.8 -1.2 -0.2 -0.434
N 0.2899 -1.1093 0.2247 0.1 0.6 0.4 0.221
N -1.7404 -1.7403 -0.5727 -0.4 -0.1 -0.3 0.037
N -1.6443 -0.4900 1.3588 0.6 0.4 0.4 0.231
H 0.6695 -1.2178 -0.7007 0.3 -0.1 0.0 0.133
H 0.8189 -0.4943 0.8275 0.3 -0.2 -0.1 0.098
H -1.2499 -2.4487 -1.0950 0.4 0.3 -0.1 0.159
H -2.6245 -0.5794 1.5099 -0.4 -0.2 0.0 0.111
H -1.1024 -0.1801 2.1495 0.0 0.2 -0.1 0.138
H -3.4807 -2.0408 -1.6711 0.0 0.7 0.0 0.099
H -3.7420 -1.1554 -0.1448 -0.2 0.0 0.1 0.086
H -3.4180 -2.9618 -0.2776 -0.1 0.4 0.8 0.103
C 1.4304 2.0281 -1.4499 1.0 0.6 -1.3 -0.011
C 2.0117 1.4932 -0.1890 -0.5 0.2 1.7 -0.597
O 2.6869 0.4962 -0.0503 -0.2 -0.4 -0.7 0.044
N 1.5887 2.1742 0.9514 0.1 0.4 0.3 0.130
H 1.9856 1.8798 1.8351 0.3 -0.4 -0.3 0.104
H 1.6375 3.1791 0.9221 -0.5 0.3 -0.3 0.099
H 1.8028 3.0454 -1.6241 0.0 0.0 0.3 0.096
H 0.3503 2.1188 -1.5159 -0.1 -0.3 0.4 0.086
H 1.8411 1.4851 -2.2999 -0.3 -0.3 0.1 0.090